The following is a quantum chemistry calculation of 2 unconnected molecules or ions with the total composition CHN2, from the OMol25 dataset.

Calculated values
F_max (hartree/bohr): 0.0682
HOMO energy (alpha / beta) (eV): -14.9 / -20.5
HOMO-LUMO gap (alpha / beta) (eV): 7.51 / 13.04
LUMO energy (alpha / beta) (eV): -7.4 / -7.5
2S+1: 3
Net charge: +1

Last column: natural (NBO) charge in e.
Element x y z (Å)
N -0.287700 -0.040788 0.074342  0.302
N 0.753805 0.010695 -0.330177  -0.038
H 1.712993 0.070889 -0.685161  0.538
C -2.179098 -0.040795 0.940996  0.199

Forces on the atoms, in the same order (eV/Å):
N 2.64 0.12 -1.04
N -3.25 -0.14 1.30
H 0.26 0.01 -0.10
C 0.36 0.01 -0.15